Entry 1:
This record from the Open Molecules 2025 dataset describes a molecular structure, C62H67N2O3P4S2Zr. The level of theory is the ωB97M-V functional and the def2-TZVPD basis.

For the molar mass, the calculation gives 1167.48 g mol⁻¹. The value obtained for the relative energy (zero: lowest compared OMol25 entry of this formula, charge and spin) is 0.0000 eV. The total charge is +3. For the HOMO energy, the calculation gives -0.5229 Eh. The total energy is -4946.20382 Eh. For the HOMO-LUMO gap, the calculation gives 5.73 eV.

Each line ends with the Löwdin charge.
Element x y z (Å)
Zr 0.05 0.15 0.28  0.95
C 0.03 1.92 2.91  -0.04
C 0.90 2.93 2.17  -0.35
C 0.12 3.92 1.32  -0.03
C 2.05 2.24 1.43  -0.26
C 3.19 3.18 1.09  -0.02
O 3.23 3.18 -0.35  0.05
C 2.34 2.33 -0.82  -0.30
N 1.63 1.70 0.07  -0.03
C 2.30 2.28 -2.30  -0.12
C 3.12 3.22 -2.95  0.02
C 3.13 3.31 -4.33  -0.01
C 2.31 2.49 -5.08  -0.01
C 1.50 1.56 -4.45  -0.06
C 1.49 1.43 -3.06  -0.26
P 0.45 0.07 -2.44  1.04
C 1.29 -1.45 -2.93  -0.35
C 1.47 -1.82 -4.26  -0.07
C 2.17 -2.97 -4.57  -0.03
C 2.73 -3.75 -3.56  -0.03
C 2.57 -3.38 -2.24  -0.06
C 1.85 -2.24 -1.93  -0.15
C -1.06 0.31 -3.40  -0.39
C -1.53 -0.63 -4.31  -0.10
C -2.61 -0.33 -5.13  -0.05
C -3.23 0.90 -5.03  -0.04
C -2.78 1.84 -4.10  -0.04
C -1.69 1.55 -3.30  -0.13
H -0.89 2.35 3.28  0.07
H 0.57 1.43 3.72  0.08
H -0.36 1.08 2.29  -0.01
H 1.40 3.50 2.97  0.16
H -0.41 3.43 0.50  0.05
H 0.77 4.68 0.89  0.09
H -0.62 4.43 1.93  0.09
H 2.42 1.41 2.03  0.09
H 4.16 2.84 1.44  0.15
H 3.02 4.20 1.41  0.14
H 3.74 3.88 -2.37  0.13
H 3.77 4.04 -4.81  0.13
H 2.29 2.57 -6.16  0.13
H 0.84 0.95 -5.05  0.11
H 1.06 -1.22 -5.06  0.10
H 2.30 -3.26 -5.61  0.13
H 3.28 -4.65 -3.82  0.12
H 3.02 -3.98 -1.45  0.11
H 1.75 -1.95 -0.88  0.03
H -1.07 -1.61 -4.38  0.09
H -2.96 -1.06 -5.84  0.12
H -4.07 1.14 -5.67  0.12
H -3.27 2.80 -4.02  0.12
H -1.33 2.30 -2.61  0.09
C 1.69 -3.20 1.77  -0.28
N 0.34 -3.68 1.80  -0.17
C -0.24 -3.83 0.49  -0.28
P -1.20 -2.33 0.00  0.99
C -2.02 -2.74 -1.55  -0.38
C -1.51 -3.73 -2.38  -0.09
C -2.24 -4.16 -3.49  -0.05
C -3.48 -3.59 -3.75  -0.05
C -3.98 -2.58 -2.94  -0.05
C -3.25 -2.14 -1.85  -0.11
C -2.48 -2.29 1.28  -0.40
C -3.65 -3.04 1.21  -0.09
C -4.49 -3.11 2.31  -0.05
C -4.16 -2.45 3.48  -0.05
C -3.00 -1.69 3.56  -0.07
C -2.18 -1.60 2.45  -0.15
C -0.12 -4.51 2.88  -0.21
C -1.39 -5.09 2.82  -0.03
C -1.86 -5.86 3.87  -0.06
C -1.10 -6.07 5.00  -0.07
C 0.15 -5.48 5.08  -0.06
C 0.63 -4.70 4.04  -0.05
P 1.90 -1.35 1.84  1.02
C 1.82 -0.90 3.59  -0.39
C 2.71 0.01 4.16  -0.12
C 2.57 0.40 5.49  -0.05
C 1.53 -0.12 6.25  -0.04
C 0.65 -1.04 5.70  -0.04
C 0.79 -1.43 4.38  -0.10
C 3.64 -1.17 1.36  -0.38
C 4.05 -0.59 0.16  -0.11
C 5.39 -0.56 -0.18  -0.05
C 6.34 -1.12 0.66  -0.04
C 5.94 -1.72 1.85  -0.04
C 4.60 -1.75 2.20  -0.08
H 2.23 -3.53 0.87  0.09
H 2.28 -3.56 2.61  0.09
H -0.94 -4.67 0.45  0.10
H 0.53 -4.05 -0.26  0.08
H -0.55 -4.20 -2.17  0.10
H -1.86 -4.95 -4.12  0.12
H -4.06 -3.94 -4.59  0.12
H -4.94 -2.13 -3.16  0.12
H -3.65 -1.36 -1.21  0.08
H -3.90 -3.59 0.31  0.12
H -5.40 -3.69 2.25  0.13
H -4.82 -2.53 4.35  0.13
H -2.74 -1.18 4.47  0.11
H -1.28 -1.00 2.52  0.05
H -2.04 -4.93 1.98  0.09
H -2.85 -6.31 3.78  0.12
H -1.47 -6.69 5.81  0.12
H 0.76 -5.62 5.96  0.12
H 1.61 -4.26 4.18  0.10
H 3.54 0.40 3.58  0.11
H 3.27 1.09 5.92  0.12
H 1.43 0.18 7.29  0.12
H -0.13 -1.48 6.31  0.12
H 0.12 -2.18 3.98  0.08
H 3.32 -0.18 -0.53  0.07
H 5.70 -0.10 -1.12  0.12
H 7.39 -1.10 0.39  0.12
H 6.68 -2.17 2.50  0.12
H 4.32 -2.21 3.14  0.12
C -4.00 5.29 0.94  -0.03
C -4.86 4.22 0.31  -0.37
C -6.12 3.90 1.08  -0.05
O -3.99 3.01 0.14  -0.32
P -3.93 1.75 1.04  -0.02
S -5.20 0.35 0.92  0.46
S -2.06 1.02 0.06  0.38
O -3.41 2.29 2.40  -0.29
C -3.59 1.92 3.82  -0.41
C -3.39 3.21 4.58  -0.03
C -4.92 1.27 4.10  -0.06
H -4.59 6.21 1.04  0.10
H -3.13 5.51 0.32  0.09
H -3.67 4.99 1.94  0.07
H -5.10 4.46 -0.72  0.15
H -5.90 3.61 2.12  0.07
H -6.69 3.10 0.61  0.08
H -6.74 4.79 1.11  0.11
H -2.77 1.22 4.02  0.12
H -4.18 3.92 4.33  0.09
H -2.43 3.67 4.34  0.08
H -3.43 3.03 5.65  0.10
H -5.74 1.94 3.87  0.09
H -4.95 1.06 5.18  0.11
H -5.05 0.33 3.57  0.02

---

Entry 2:
This record from the Open Molecules 2025 dataset describes a molecular structure, C62H69IN3PY. The level of theory is the ωB97M-V functional and the def2-TZVPD basis.

For the molar mass, the calculation gives 1103.04 g mol⁻¹. The value obtained for the relative energy (zero: lowest compared OMol25 entry of this formula, charge and spin) is 3.0076 eV. The total charge is -1. For the HOMO energy, the calculation gives -0.1123 Eh. The total energy is -3245.59173 Eh. For the HOMO-LUMO gap, the calculation gives 4.81 eV.

Each line ends with the Löwdin charge.
Element x y z (Å)
Y 0.44 -0.11 -0.11  1.55
C 0.34 -3.93 -0.82  -0.30
C 1.07 -4.36 0.29  -0.17
C 2.11 -3.46 0.52  -0.17
C 2.03 -2.43 -0.45  -0.25
C 0.93 -2.74 -1.30  -0.29
H -0.47 -4.47 -1.31  0.05
H 0.86 -5.25 0.88  0.08
H 2.88 -3.55 1.26  0.08
H 2.84 -1.73 -0.67  0.08
H 0.74 -2.29 -2.27  0.06
C -0.47 3.61 0.47  -0.09
N -0.95 2.56 -0.42  -0.26
C -2.40 2.63 -0.54  -0.07
C -0.33 2.73 -1.75  -0.20
C -0.74 1.61 -2.67  -0.28
C -1.14 1.92 -3.97  -0.06
C -1.60 0.92 -4.82  -0.11
C -1.67 -0.38 -4.35  -0.12
C -1.23 -0.68 -3.06  -0.20
C -0.73 0.29 -2.17  -0.23
H -0.76 4.61 0.10  0.10
H 0.61 3.57 0.52  0.07
H -0.89 3.48 1.46  0.07
H -2.71 3.58 -0.99  0.10
H -2.86 2.54 0.44  0.06
H -2.76 1.81 -1.17  0.09
H 0.75 2.73 -1.61  0.08
H -0.62 3.70 -2.18  0.12
H -1.09 2.95 -4.31  0.10
H -1.91 1.16 -5.83  0.09
H -2.04 -1.17 -4.99  0.09
H -1.28 -1.72 -2.75  0.03
I -2.31 -2.52 -0.03  1.12
C -4.39 -2.07 0.12  -0.56
C -5.04 -2.47 -1.01  -0.19
C -6.44 -2.45 -1.10  -0.08
C -7.17 -2.05 -0.03  -0.05
C -6.54 -1.61 1.15  -0.16
C -7.35 -1.24 2.24  -0.04
C -6.80 -0.83 3.41  -0.07
C -5.41 -0.70 3.51  -0.11
C -4.56 -1.00 2.46  -0.32
P -2.78 -0.49 2.78  1.06
C -2.65 -1.36 4.42  -0.37
C -2.32 -0.78 5.64  -0.09
C -2.35 -1.53 6.81  -0.08
C -2.69 -2.87 6.78  -0.10
C -2.99 -3.47 5.56  -0.08
C -2.97 -2.72 4.40  -0.11
C -3.02 1.29 3.20  -0.36
C -4.06 2.03 2.63  -0.12
C -4.15 3.40 2.82  -0.09
C -3.20 4.06 3.58  -0.06
C -2.14 3.35 4.11  -0.14
C -2.03 1.98 3.90  -0.08
C -5.10 -1.55 1.25  -0.17
H -4.46 -2.84 -1.85  0.08
H -6.93 -2.77 -2.01  0.10
H -8.25 -2.08 -0.05  0.11
H -8.43 -1.30 2.12  0.11
H -7.42 -0.57 4.26  0.11
H -4.99 -0.33 4.43  0.11
H -2.06 0.27 5.70  0.08
H -2.10 -1.06 7.75  0.10
H -2.70 -3.45 7.69  0.10
H -3.23 -4.53 5.51  0.10
H -3.22 -3.20 3.45  0.10
H -4.81 1.53 2.03  0.10
H -4.97 3.95 2.37  0.10
H -3.27 5.13 3.73  0.11
H -1.37 3.87 4.67  0.09
H -1.16 1.45 4.26  0.09
C 2.24 5.18 -1.42  -0.07
C 3.13 4.03 -0.93  -0.38
C 4.38 4.59 -0.25  -0.07
C 3.45 3.08 -2.08  -0.15
C 4.12 3.60 -3.19  -0.06
C 4.32 2.83 -4.33  -0.10
C 3.81 1.55 -4.37  -0.06
C 3.14 0.99 -3.28  -0.13
C 2.67 -0.44 -3.37  -0.39
C 1.79 -0.68 -4.60  -0.06
C 3.86 -1.40 -3.34  -0.06
C 3.01 1.74 -2.08  -0.21
N 2.47 1.16 -0.92  -0.08
C 3.28 1.31 0.21  -0.26
C 2.90 1.08 1.48  -0.26
N 1.62 0.69 1.90  -0.13
C 1.48 0.72 3.31  -0.21
C 1.30 1.97 3.97  -0.15
C 1.08 2.01 5.34  -0.07
C 1.07 0.86 6.10  -0.10
C 1.32 -0.35 5.49  -0.06
C 1.54 -0.45 4.12  -0.14
C 2.00 -1.77 3.55  -0.38
C 3.51 -1.89 3.81  -0.05
C 1.26 -2.97 4.12  -0.06
C 1.36 3.27 3.19  -0.35
C 0.24 4.25 3.61  -0.10
C 2.71 3.98 3.35  -0.05
H 1.86 5.76 -0.57  0.07
H 1.39 4.81 -1.99  0.06
H 2.81 5.86 -2.06  0.07
H 2.58 3.47 -0.17  0.09
H 4.98 5.16 -0.97  0.07
H 5.00 3.79 0.16  0.07
H 4.10 5.27 0.56  0.07
H 4.48 4.62 -3.16  0.10
H 4.86 3.24 -5.17  0.09
H 3.95 0.95 -5.26  0.10
H 2.06 -0.64 -2.49  0.06
H 2.37 -0.59 -5.52  0.07
H 0.98 0.04 -4.63  0.06
H 1.36 -1.69 -4.58  0.08
H 4.48 -1.27 -4.23  0.07
H 3.52 -2.44 -3.30  0.08
H 4.48 -1.21 -2.47  0.08
H 4.32 1.59 0.07  0.10
H 3.67 1.16 2.24  0.10
H 0.92 2.97 5.83  0.11
H 0.90 0.91 7.18  0.09
H 1.38 -1.25 6.09  0.10
H 1.85 -1.75 2.48  0.08
H 3.71 -1.83 4.89  0.08
H 4.05 -1.09 3.31  0.07
H 3.89 -2.85 3.45  0.07
H 1.56 -3.19 5.15  0.07
H 1.46 -3.85 3.51  0.07
H 0.18 -2.80 4.12  0.07
H 1.23 3.02 2.14  0.08
H -0.69 3.72 3.81  -0.04
H 0.52 4.81 4.51  0.09
H 0.06 4.98 2.81  0.09
H 2.94 4.12 4.41  0.08
H 2.67 4.97 2.88  0.07
H 3.52 3.42 2.89  0.06

---

Entry 3:
This record from the Open Molecules 2025 dataset describes a molecular structure, C62H70IN10O3P2Y. The level of theory is the ωB97M-V functional and the def2-TZVPD basis.

For the molar mass, the calculation gives 1281.07 g mol⁻¹. The value obtained for the relative energy (zero: lowest compared OMol25 entry of this formula, charge and spin) is 1.2562 eV. The total charge is +2. For the HOMO energy, the calculation gives -0.4385 Eh. The total energy is -4196.40128 Eh. For the HOMO-LUMO gap, the calculation gives 6.83 eV.

Each line ends with the Löwdin charge.
Element x y z (Å)
Y 1.37 0.17 0.70  1.38
C -1.52 1.52 4.48  -0.02
C -1.09 0.08 4.43  -0.27
N -1.64 -0.73 5.30  0.14
C -1.17 -1.99 5.42  -0.09
C -0.06 -2.44 4.76  -0.15
C 0.49 -3.81 5.04  -0.20
O 1.75 -3.79 5.70  -0.05
C 0.53 -1.58 3.80  -0.10
C 1.86 -1.91 3.31  -0.04
N 2.54 -1.37 2.36  0.00
C 3.91 -1.80 2.29  -0.33
C 4.26 -3.14 2.49  -0.04
C 5.59 -3.53 2.45  -0.05
C 6.59 -2.61 2.19  -0.06
C 6.26 -1.28 1.99  -0.14
C 4.93 -0.89 2.04  -0.62
I 4.47 1.13 1.79  1.17
C -0.07 -0.34 3.53  -0.30
O 0.30 0.43 2.54  -0.24
H -2.57 1.59 4.77  0.09
H -1.36 2.02 3.52  0.04
H -0.94 2.05 5.23  0.10
H -1.69 -2.63 6.12  0.12
H 0.67 -4.35 4.10  0.11
H -0.25 -4.39 5.60  0.13
H 1.61 -3.53 6.62  0.11
H 2.37 -2.64 3.94  0.12
H 3.49 -3.88 2.65  0.11
H 5.83 -4.58 2.60  0.12
H 7.63 -2.92 2.16  0.12
H 7.03 -0.54 1.80  0.10
N 6.75 7.55 -4.67  0.18
C 6.15 6.76 -4.09  -0.17
C 5.39 5.77 -3.37  -0.21
C 6.02 4.63 -2.88  0.01
C 5.28 3.67 -2.21  -0.01
C 3.91 3.84 -2.02  -0.19
C 3.30 5.00 -2.49  -0.03
C 4.03 5.95 -3.17  -0.01
C 3.12 2.80 -1.30  -0.08
C 2.49 3.22 -0.11  -0.33
C 2.73 4.45 0.55  -0.01
C 2.05 4.42 1.75  -0.05
C 1.42 3.18 1.80  -0.20
N 1.65 2.45 0.70  -0.12
C 3.16 1.51 -1.83  -0.29
C 3.74 1.16 -3.08  0.00
C 3.63 -0.21 -3.21  -0.04
C 3.00 -0.65 -2.03  -0.16
N 2.68 0.35 -1.21  -0.08
H 7.09 4.50 -3.02  0.13
H 5.77 2.79 -1.82  0.13
H 2.24 5.15 -2.32  0.10
H 3.55 6.85 -3.54  0.13
H 3.37 5.24 0.19  0.12
H 2.03 5.18 2.51  0.11
H 0.83 2.78 2.61  0.10
H 4.17 1.84 -3.79  0.12
H 3.97 -0.83 -4.02  0.11
H 2.77 -1.67 -1.79  0.08
O -1.28 0.42 -0.11  -0.33
P -2.67 0.92 -0.36  0.58
N -2.78 2.61 -0.15  -0.21
C -1.68 3.23 0.64  -0.19
C -2.26 4.52 1.23  -0.13
C -3.68 4.65 0.64  -0.15
C -4.06 3.21 0.31  -0.18
N -3.14 0.69 -1.92  -0.18
C -4.48 1.12 -2.39  -0.20
C -4.72 0.29 -3.65  -0.15
C -3.99 -1.02 -3.35  -0.15
C -2.73 -0.55 -2.64  -0.19
N -3.84 0.30 0.61  -0.17
C -3.56 0.28 2.06  -0.18
C -4.77 -0.45 2.67  -0.12
C -5.39 -1.24 1.50  -0.13
C -4.43 -1.03 0.33  -0.17
H -0.82 3.41 -0.02  0.09
H -1.33 2.55 1.41  0.08
H -1.65 5.39 0.98  0.11
H -2.30 4.46 2.32  0.12
H -3.67 5.27 -0.26  0.10
H -4.38 5.10 1.33  0.12
H -4.83 3.13 -0.46  0.11
H -4.45 2.70 1.20  0.11
H -4.50 2.19 -2.60  0.10
H -5.24 0.92 -1.63  0.11
H -4.27 0.78 -4.51  0.12
H -5.79 0.16 -3.85  0.12
H -3.76 -1.58 -4.25  0.12
H -4.59 -1.65 -2.70  0.11
H -1.96 -0.30 -3.37  0.09
H -2.32 -1.28 -1.95  0.09
H -3.43 1.29 2.45  0.10
H -2.64 -0.27 2.25  0.10
H -5.49 0.26 3.08  0.11
H -4.45 -1.09 3.49  0.10
H -6.37 -0.84 1.25  0.12
H -5.51 -2.30 1.73  0.09
H -4.93 -1.04 -0.63  0.10
H -3.65 -1.80 0.33  0.07
C -3.82 -4.11 1.14  -0.08
C -3.03 -3.38 2.01  -0.08
C -1.83 -2.84 1.57  -0.11
C -1.39 -3.04 0.26  -0.37
C -2.22 -3.73 -0.62  -0.08
C -3.43 -4.26 -0.18  -0.05
P 0.31 -2.52 -0.18  1.08
C 0.35 -2.82 -1.98  -0.39
C 0.16 -1.73 -2.82  -0.16
C 0.13 -1.89 -4.20  -0.07
C 0.29 -3.15 -4.75  -0.05
C 0.49 -4.25 -3.92  -0.05
C 0.51 -4.09 -2.54  -0.07
C 1.30 -3.95 0.43  -0.37
C 2.63 -4.03 0.02  -0.12
C 3.40 -5.16 0.30  -0.08
C 2.86 -6.20 1.04  -0.06
C 1.55 -6.11 1.49  -0.06
C 0.77 -5.00 1.18  -0.08
H -4.75 -4.55 1.48  0.12
H -3.33 -3.23 3.04  0.12
H -1.21 -2.28 2.27  0.08
H -1.91 -3.90 -1.65  0.10
H -4.05 -4.82 -0.87  0.12
H 0.05 -0.74 -2.38  0.06
H -0.01 -1.03 -4.85  0.11
H 0.28 -3.28 -5.82  0.11
H 0.61 -5.23 -4.35  0.12
H 0.66 -4.95 -1.91  0.12
H 3.09 -3.23 -0.53  0.09
H 4.42 -5.20 -0.04  0.12
H 3.45 -7.07 1.26  0.12
H 1.12 -6.92 2.07  0.11
H -0.26 -4.98 1.50  0.10
N -2.16 4.27 -2.34  0.17
C -1.32 3.74 -3.47  -0.12
C 0.04 3.31 -2.93  -0.25
N 0.14 1.94 -2.47  0.06
H -3.08 4.55 -2.66  0.16
H -1.71 5.10 -1.94  0.16
H -2.27 3.57 -1.54  0.10
H -1.25 4.52 -4.22  0.13
H -1.86 2.89 -3.88  0.12
H 0.32 3.97 -2.10  0.10
H 0.79 3.47 -3.71  0.13
H 0.16 1.29 -3.25  0.08
H -0.61 1.66 -1.84  0.02

---

Among the records above, which one has the highest HOMO-LUMO gap?
C62H70IN10O3P2Y

---

The lowest HOMO-LUMO gap belongs to which entry?
C62H69IN3PY